The following is a quantum chemistry calculation of a structure of composition C14H42AlO7S7, from the Open Molecules 2025 dataset.

```
71
Properties=species:S:1:pos:R:3:forces:R:3:lowdin_charge:R:1
Al 20.30885 -4.55215 8.51901 0.0 0.6 -0.9 1.380
C 24.28451 -8.13877 7.48056 0.4 0.7 -0.7 -0.210
S 23.47217 -7.20677 8.84651 -1.4 -0.6 -1.0 0.974
O 22.48504 -6.26486 8.11160 0.1 0.6 0.1 -0.612
C 22.41333 -8.55746 9.31626 0.9 -1.6 1.1 -0.272
H 23.53944 -8.44301 6.74695 -0.3 0.1 0.2 0.067
H 24.91103 -8.99565 7.73188 -0.4 0.0 0.8 0.084
H 24.98464 -7.47618 6.97213 -0.1 0.3 0.2 0.037
H 21.52997 -8.28110 9.88295 0.2 0.5 0.0 0.050
H 23.07938 -9.15713 9.95292 -0.2 0.1 0.4 0.074
H 22.15749 -9.28939 8.55291 -0.1 0.7 -0.6 0.051
C 16.19433 -5.54972 10.83223 -0.4 0.5 -0.4 -0.223
S 17.73091 -5.34306 11.80260 -0.2 -0.1 -0.1 0.914
O 18.82570 -4.90827 10.85298 0.7 -0.1 -0.8 -0.617
C 17.31686 -3.89989 12.85832 -0.1 -0.5 -1.4 -0.191
H 16.29463 -6.16649 9.93723 0.8 -0.1 0.2 0.044
H 15.84633 -4.59144 10.44163 0.0 0.1 0.3 0.047
H 15.39858 -6.04421 11.39000 0.2 0.3 0.5 0.074
H 17.34309 -3.00467 12.23599 -0.1 -0.1 -0.1 0.041
H 18.08619 -3.80105 13.61791 -0.2 -0.3 0.2 0.067
H 16.30080 -4.11172 13.18649 0.1 0.2 0.5 0.068
C 22.65466 -3.47478 3.85996 -0.1 -1.1 0.2 -0.213
S 23.29697 -3.83744 5.51298 -1.3 -1.9 -0.2 0.939
O 22.13890 -4.05604 6.45962 0.6 0.3 0.3 -0.601
C 24.04874 -5.46886 5.07451 1.3 0.8 0.5 -0.217
H 21.79555 -2.81535 3.90916 0.5 0.7 0.1 0.023
H 22.26316 -4.38286 3.39804 0.2 -0.2 0.2 0.072
H 23.54981 -3.17993 3.31345 -0.4 0.6 -0.3 0.071
H 24.73436 -5.25413 4.25070 -0.1 0.0 -0.1 0.068
H 23.49535 -6.37743 4.84867 -0.9 0.6 0.0 0.076
H 24.70718 -5.67715 5.91691 -0.1 0.0 0.1 0.026
C 18.35340 -0.19807 10.32557 -0.4 -0.7 -0.9 -0.170
S 18.12036 -1.24704 8.81982 -0.3 -0.1 0.4 0.907
O 18.69253 -2.58729 9.26667 0.6 -1.2 0.1 -0.615
C 16.33023 -1.65124 8.82032 0.8 -0.2 0.0 -0.192
H 19.42548 -0.21768 10.49922 -0.1 -0.1 0.2 0.036
H 17.78216 -0.70849 11.09586 0.1 0.2 0.2 0.054
H 18.02037 0.82128 10.13928 -0.2 -0.1 0.0 0.078
H 16.29531 -2.51876 8.15992 -0.1 0.4 -0.5 0.044
H 15.76068 -0.79396 8.47142 -0.2 -0.1 0.0 0.074
H 15.99783 -2.07314 9.76842 0.2 0.6 0.3 0.057
C 18.07157 -8.91358 9.58450 -0.1 0.7 0.1 -0.218
S 18.66173 -8.32092 7.98929 -1.2 -0.5 0.0 0.906
O 19.65458 -7.24362 8.37690 0.9 0.8 0.2 -0.623
C 19.45603 -9.88392 7.53964 0.1 1.0 -0.9 -0.224
H 18.92623 -8.79870 10.25149 0.0 -0.2 0.1 0.066
H 17.68614 -9.92940 9.56199 0.1 0.0 -0.2 0.078
H 17.28802 -8.22994 9.90835 0.0 -0.1 0.0 0.031
H 18.64874 -10.53824 7.20820 -0.2 -0.1 0.6 0.078
H 20.05579 -10.24508 8.36771 0.1 -0.3 -0.2 0.058
H 19.98117 -9.69000 6.60244 0.5 0.0 0.3 0.065
C 23.59173 -0.62469 7.67670 -0.4 0.2 -0.3 -0.197
S 21.75986 -0.48218 7.77766 1.7 -0.9 -0.2 0.899
O 21.32331 -1.89090 8.10071 -0.8 0.2 0.5 -0.600
C 21.62854 0.64637 9.16569 1.1 0.1 -0.2 -0.238
H 24.06629 -1.13884 8.51209 -0.5 0.2 0.4 0.079
H 23.99060 0.37860 7.53625 0.1 -0.1 0.0 0.067
H 23.81200 -1.25155 6.81384 -0.2 0.2 -0.2 0.022
H 22.05413 0.19179 10.06152 -0.8 -0.2 0.3 0.083
H 20.62973 1.07028 9.15330 0.0 -0.2 0.5 0.041
H 22.33793 1.46276 8.99857 -0.2 0.1 -0.5 0.074
C 19.40820 -0.83492 4.70793 0.0 -1.6 0.3 -0.193
S 19.05173 -2.66519 4.80876 -0.6 1.8 0.4 0.917
O 19.78506 -3.12652 6.05531 -0.8 -0.3 0.0 -0.613
C 17.23020 -2.57289 5.10987 0.8 -1.4 0.9 -0.218
H 20.48232 -0.82243 4.53894 0.0 0.4 -0.2 0.037
H 19.17835 -0.43138 5.69015 -0.1 0.1 0.0 0.035
H 18.81737 -0.39648 3.90836 0.1 0.1 -0.1 0.071
H 16.75695 -1.81919 5.73869 0.6 0.8 -0.5 0.052
H 17.16548 -3.45057 5.76439 -0.3 -0.4 -0.5 0.041
H 16.74321 -2.77351 4.15994 -0.2 0.2 0.1 0.063
```
Forces are in eV/Å.

2S+1 ... 1
Charge ... +3
DFT total energy ... -111940.65246 eV
Energy above the lowest of the compared OMol25 structures with the same formula, charge and spin ... 1.757 eV
Gap between HOMO and LUMO ... 3.7 eV

=====

The following is a quantum chemistry calculation of a structure of composition C14H42BCaF4O7, from the Open Molecules 2025 dataset.

```
69
Properties=species:S:1:pos:R:3:forces:R:3:lowdin_charge:R:1
Ca -19.53771 -8.44582 10.72806 -0.4 0.1 0.4 1.709
B -21.28545 -6.44387 11.75297 -1.2 2.3 0.9 -1.456
F -21.46569 -7.20624 10.65029 -0.9 -1.8 -2.5 0.117
F -20.03857 -6.78308 12.18787 2.6 -0.4 0.8 0.089
F -21.32613 -5.12652 11.39791 -0.1 0.7 -0.1 0.201
F -22.19343 -6.73872 12.74247 -0.4 0.0 -0.2 0.168
C -25.75219 -4.15229 10.49318 -0.1 -0.2 -1.1 -0.083
C -24.73607 -5.28175 10.33583 -0.6 1.3 -0.4 -0.335
O -24.80535 -5.98295 11.53601 0.4 -1.0 0.8 -0.063
H -25.59786 -3.51290 11.36235 0.1 -0.2 0.0 0.078
H -26.73011 -4.63268 10.52507 -0.1 0.2 0.4 0.075
H -25.77000 -3.54784 9.58631 0.1 0.2 0.0 0.071
H -23.75259 -4.89732 10.06547 0.3 0.1 0.5 0.097
H -25.02750 -5.88682 9.47730 -0.2 -0.4 0.0 0.106
H -23.93836 -6.25818 11.84290 0.0 0.1 0.0 0.038
C -16.55637 -5.63592 13.56471 -0.7 1.3 -0.2 -0.061
C -17.15033 -4.70498 12.46066 0.1 -0.3 1.1 -0.302
O -16.55318 -5.05690 11.24202 0.4 -0.1 -1.0 -0.090
H -15.51100 -5.39963 13.76330 0.1 -0.2 -0.4 0.077
H -16.68720 -6.68917 13.31636 0.1 0.1 -0.1 0.053
H -17.05171 -5.42038 14.51143 -0.3 -0.2 0.0 0.071
H -17.00545 -3.64353 12.66175 0.5 0.0 0.4 0.120
H -18.23365 -4.75553 12.35127 -0.3 -0.5 0.3 0.088
H -16.46885 -4.25080 10.72754 0.1 -0.1 -0.2 0.088
C -19.19461 -7.77871 14.88668 -1.3 -0.6 0.7 -0.053
C -19.74098 -8.96320 14.08248 0.1 1.5 1.9 -0.281
O -18.94325 -9.08277 12.94792 0.8 -0.7 -3.1 -0.206
H -19.88741 -7.72906 15.72672 0.5 0.0 0.7 0.090
H -19.36650 -6.80177 14.43486 0.4 -0.3 -0.5 0.074
H -18.15547 -7.93688 15.17521 -0.1 0.2 0.2 0.084
H -20.77774 -8.71107 13.85967 0.0 -0.5 -0.5 0.103
H -19.67048 -9.91649 14.60628 -0.3 0.2 0.4 0.134
H -18.08426 -9.43293 13.19517 0.1 0.0 0.2 0.117
C -24.34965 -5.83228 15.71668 -0.1 0.1 0.0 -0.086
C -24.30958 -7.26842 15.28669 0.4 0.8 -1.1 -0.323
O -22.99170 -7.68340 14.99941 1.0 -1.3 1.1 -0.104
H -23.89459 -5.18520 14.96681 -0.2 0.1 -0.1 0.073
H -23.79439 -5.69717 16.64486 -0.2 0.1 0.1 0.079
H -25.41170 -5.60962 15.81952 0.1 0.6 0.3 0.082
H -24.83881 -7.35127 14.33740 -0.8 -0.2 0.2 0.103
H -24.76980 -7.85801 16.07959 0.3 -0.5 -0.3 0.118
H -22.61179 -7.25866 14.22685 -0.6 0.3 0.3 0.019
C -19.71550 -4.66350 8.17550 0.5 -0.3 0.4 -0.036
C -18.86629 -5.54985 9.06541 0.3 1.8 1.2 -0.305
O -19.19838 -6.90244 8.94469 -0.1 -2.0 -0.7 -0.184
H -19.66892 -5.03355 7.15130 -0.2 0.0 -0.1 0.086
H -19.26307 -3.67186 8.16778 -0.3 0.1 0.0 0.088
H -20.73795 -4.63996 8.55255 0.0 0.1 -0.2 0.084
H -19.04173 -5.36574 10.12532 0.1 0.6 0.0 0.096
H -17.79595 -5.41979 8.90554 0.0 0.0 -0.2 0.120
H -19.08561 -7.06503 8.00530 -0.2 -0.7 -0.3 0.112
C -23.67078 -9.65424 11.81191 -0.2 -0.3 -0.5 -0.036
C -22.64693 -10.04507 10.72200 -2.2 0.9 0.0 -0.267
O -21.33669 -9.94699 11.21826 1.8 -0.2 0.1 -0.195
H -23.64064 -8.64101 12.21262 0.5 0.0 -0.3 0.056
H -23.60285 -10.33307 12.66202 0.1 -0.1 0.0 0.087
H -24.67478 -9.76324 11.40180 0.0 -0.1 0.0 0.091
H -22.69322 -9.37989 9.85974 -0.1 0.2 0.1 0.115
H -22.88749 -11.03248 10.32799 0.3 -0.2 0.2 0.123
H -21.25289 -10.55959 11.95263 0.1 -0.1 0.3 0.108
C -22.36342 -1.18417 10.32265 -0.2 0.7 0.3 -0.078
C -20.87207 -1.50017 10.36610 -0.8 -1.5 -0.1 -0.294
O -20.54092 -2.28866 11.51246 0.5 0.6 0.3 -0.088
H -22.62008 -0.45904 11.09492 0.1 0.3 -0.1 0.075
H -23.06167 -1.99296 10.53803 0.5 -0.6 -0.1 0.060
H -22.65187 -0.79275 9.34710 0.1 0.2 0.0 0.074
H -20.23926 -0.61393 10.31915 -0.1 0.0 0.2 0.115
H -20.64322 -2.14084 9.51446 0.2 0.3 -0.5 0.079
H -20.79106 -3.19696 11.32796 -0.2 0.0 0.1 0.034
```
Forces are in eV/Å.

2S+1 ... 1
Charge ... +1
DFT total energy ... -59518.42858 eV
Energy above the lowest of the compared OMol25 structures with the same formula, charge and spin ... 0.352 eV
Gap between HOMO and LUMO ... 7.7 eV

=====

The following is a quantum chemistry calculation of a structure of composition C14H42BN5O8Pd2, from the Open Molecules 2025 dataset.

```
72
Properties=species:S:1:pos:R:3:forces:R:3:lowdin_spin:R:1
N 1.22886 1.97090 -1.44216 0.1 0.9 0.5 0.001
H 2.23699 2.00931 -1.39416 0.5 0.1 0.1 0.000
H 0.89119 1.31115 -0.75601 -0.4 -0.5 0.2 0.000
H 0.92339 1.83539 -2.39527 -0.1 -0.9 -1.2 0.000
H 0.85878 2.86868 -1.16441 0.1 0.5 0.3 0.000
Pd -0.03467 -1.92518 2.45933 -1.8 -0.2 1.0 1.428
Pd 1.97104 0.69494 2.32988 -0.8 0.6 -0.6 1.189
B 3.20755 1.92116 0.92312 0.7 -0.4 -0.3 0.113
H 2.74079 0.99221 0.63427 -1.7 -3.9 -2.3 0.015
H 3.44556 2.55027 0.07943 0.4 2.1 -3.0 0.016
H 2.60820 2.46249 1.63864 -2.6 2.7 3.4 0.046
H 4.10673 1.57300 1.40737 3.5 -0.9 2.4 0.042
C -0.70232 0.57779 1.76923 2.3 -5.1 -3.2 0.043
O -1.47880 -0.35968 1.66092 -8.6 -2.3 -3.5 0.230
O 0.21217 0.70610 0.95451 2.2 5.2 -7.2 0.251
O -0.11853 0.26914 2.76775 6.2 2.1 14.2 0.313
C 5.57925 4.52000 -3.77734 -0.9 -1.4 0.6 0.000
O 4.31350 4.09059 -4.38198 1.0 1.7 0.0 0.000
C 3.43845 3.27525 -3.62540 2.1 0.0 -1.9 0.000
C 2.12280 3.34071 -4.44486 0.3 0.9 1.3 0.000
N 1.34297 2.16365 -4.35026 -2.3 -3.0 0.8 0.000
C -0.11634 2.34765 -4.46790 -1.2 1.6 0.8 0.000
C -1.13436 1.26372 -4.12127 0.8 -1.3 -0.9 0.000
O -0.73210 0.59534 -2.97318 0.1 -0.5 2.6 0.000
C -1.80631 0.20705 -2.08129 1.0 -1.2 -0.6 0.001
H 5.46642 4.79807 -2.72946 -0.4 -0.1 0.2 0.000
H 6.06848 5.39326 -4.20881 -0.6 -0.3 -0.8 0.000
H 6.21909 3.63772 -3.79449 0.4 0.2 -0.1 0.000
H 3.43243 3.64895 -2.60148 -0.8 0.3 0.3 0.000
H 3.91226 2.29545 -3.56532 -0.3 -0.7 -0.1 0.000
H 2.16256 3.56371 -5.51106 1.1 0.9 0.3 0.000
H 1.68200 4.13966 -3.84864 -1.0 0.3 -0.8 0.000
H 1.58101 1.52472 -5.09538 0.5 -0.2 0.1 0.000
H -0.45210 2.64442 -5.46152 0.2 0.7 -0.1 0.000
H -0.35049 3.10095 -3.71570 0.0 0.8 -0.4 0.000
H -1.11297 0.59297 -4.98019 -0.4 -0.6 0.0 0.000
H -2.17491 1.50496 -3.90410 0.1 1.3 -0.9 0.000
H -2.50361 0.95217 -1.69833 0.2 0.5 -0.6 0.000
H -1.33625 -0.25448 -1.21288 0.0 0.2 0.1 0.000
H -2.32860 -0.60061 -2.59413 -0.5 0.1 0.1 0.000
C -0.76087 -1.56372 5.72770 0.8 0.3 -0.8 0.003
O -1.06721 -2.29069 4.52969 0.3 0.1 -0.9 0.067
C -1.53366 -3.62226 4.67495 -0.5 -1.1 1.3 0.006
C -2.04343 -4.15897 3.32392 0.5 0.9 4.3 0.012
N -1.02994 -3.83030 2.37058 0.4 0.4 0.1 0.128
C -1.74716 -3.84019 1.16769 -0.1 -0.8 -3.2 0.009
C -0.83582 -3.59302 -0.01136 -1.9 0.0 0.3 0.005
O -0.07653 -2.41632 0.33863 0.1 0.2 -0.4 0.051
C 0.63411 -1.91676 -0.76256 1.1 -0.3 -2.9 0.005
H -0.24402 -0.68026 5.35291 -0.6 0.4 0.1 0.000
H 0.05056 -2.05067 6.26860 -0.6 -0.5 0.6 0.000
H -1.68447 -1.31756 6.25159 0.3 -0.2 0.3 0.001
H -2.33339 -3.67651 5.41358 -0.4 0.4 -0.1 0.001
H -0.79512 -4.25199 5.17102 0.7 -0.1 -0.4 0.000
H -2.98632 -3.61878 3.23882 0.1 -0.2 -1.0 0.000
H -2.15525 -5.24231 3.36837 -0.4 0.1 0.1 0.005
H -0.42413 -4.63581 2.30544 0.7 0.0 0.3 0.005
H -2.57597 -3.13723 1.08389 0.0 0.0 0.8 0.001
H -2.09263 -4.87281 1.11833 -0.8 0.1 -0.8 0.006
H -1.57752 -3.39606 -0.78543 0.6 0.5 -0.6 0.001
H -0.35038 -4.52380 -0.30479 1.2 0.5 0.1 0.000
H 0.01317 -1.70873 -1.63392 -0.7 -1.1 -0.1 0.002
H 1.38437 -2.66050 -1.03099 0.1 0.1 -0.2 0.000
H 1.10360 -0.94008 -0.87993 0.3 0.2 2.2 0.001
C -4.48759 -0.60378 3.16001 -1.9 0.3 2.0 0.000
O -5.63134 -0.77592 3.56019 0.7 -0.1 1.1 0.001
N -4.25990 -0.76757 1.87880 0.3 -0.9 -3.3 0.002
N -3.37728 -0.22423 3.84682 0.0 -0.1 0.3 -0.001
H -5.05911 -1.20653 1.44444 0.3 0.3 -0.5 0.000
H -3.35795 -0.64117 1.44220 -0.5 -0.2 -0.1 0.001
H -2.66177 0.06263 3.19424 0.3 0.1 1.3 -0.001
H -3.40722 -0.10169 4.84891 0.1 0.4 -0.5 0.000
```
Forces are in eV/Å.

2S+1 ... 5
Charge ... +2
<S²> ... 6.02
DFT total energy ... -46635.91924 eV
Gap between HOMO and LUMO (spin up / spin down) ... 6.2 / 4.2 eV